*w*
Molecular formula: C5H12O2
Method: DFT, wB97M-V/def2-TZVPD

HOMO energy: -9.02 eV
Charge: 0
Kohn-Sham gap: 9.5938 eV

Positions of all 19 atoms, in Å:
C (2.07, 0.07, 0.83)
C (0.88, 0.79, 1.47)
C (0.02, 1.49, 0.45)
C (-1.22, 1.15, 0.13)
O (-1.85, 0.06, 0.70)
H (1.71, -0.74, 0.18)
H (2.68, 0.75, 0.24)
H (2.71, -0.37, 1.61)
H (0.27, 0.08, 2.04)
H (1.24, 1.54, 2.19)
H (0.45, 2.33, -0.08)
H (-1.81, 1.69, -0.62)
H (-2.78, 0.06, 0.46)
C (-0.74, -1.47, -1.95)
O (-0.28, -1.92, -0.70)
H (-1.79, -1.77, -2.15)
H (-0.66, -0.38, -2.07)
H (-0.12, -1.94, -2.72)
H (-0.79, -1.43, -0.03)

Results of the natural (NBO) charge analysis, in e, for atoms 1 through 8: atom 1 (C): -0.607, atom 2 (C): -0.440, atom 3 (C): -0.255, atom 4 (C): 0.100, atom 5 (O): -0.720, atom 6 (H): 0.232, atom 7 (H): 0.197, atom 8 (H): 0.206


*x*
Molecular formula: C5H12O2
Method: DFT, wB97M-V/def2-TZVPD

HOMO energy: -10.00 eV
Charge: 0
Kohn-Sham gap: 10.9214 eV

Positions of all 19 atoms, in Å:
C (-1.07, 0.63, -1.49)
C (-1.23, -0.62, -0.65)
O (-1.06, -1.76, -1.49)
C (-0.33, -0.80, 0.65)
C (1.03, -0.16, 0.54)
C (1.08, 1.33, 0.88)
O (1.86, -0.87, 1.55)
H (-1.78, 0.62, -2.32)
H (-1.26, 1.53, -0.90)
H (-0.07, 0.70, -1.94)
H (-2.26, -0.67, -0.30)
H (-0.13, -1.78, -1.79)
H (-0.23, -1.88, 0.82)
H (-0.87, -0.38, 1.50)
H (1.51, -0.36, -0.42)
H (0.49, 1.55, 1.77)
H (0.72, 1.96, 0.06)
H (2.11, 1.63, 1.10)
H (1.50, -0.67, 2.44)

Results of the natural (NBO) charge analysis, in e, for atoms 1 through 8: atom 1 (C): -0.640, atom 2 (C): 0.101, atom 3 (O): -0.718, atom 4 (C): -0.446, atom 5 (C): 0.090, atom 6 (C): -0.638, atom 7 (O): -0.736, atom 8 (H): 0.227


*y*
Molecular formula: C5H12O2
Method: DFT, wB97M-V/def2-TZVPD

HOMO energy: -9.94 eV
Charge: 0
Kohn-Sham gap: 10.5358 eV

Positions of all 19 atoms, in Å:
C (-1.45, -2.20, 1.26)
C (-0.73, -1.52, 0.10)
C (-0.08, -0.29, 0.65)
O (1.03, -0.29, 1.14)
H (-1.93, -3.12, 0.94)
H (-0.74, -2.43, 2.06)
H (-2.22, -1.54, 1.68)
H (-1.43, -1.26, -0.70)
H (0.05, -2.17, -0.31)
H (-0.71, 0.63, 0.67)
C (0.40, 0.71, -1.99)
C (1.07, 1.80, -1.64)
H (-0.67, 0.74, -2.20)
H (0.89, -0.25, -2.07)
H (0.59, 2.77, -1.54)
H (2.13, 1.78, -1.41)
O (1.59, 2.44, 1.09)
H (1.53, 1.47, 1.21)
H (0.67, 2.73, 1.07)

Results of the natural (NBO) charge analysis, in e, for atoms 1 through 8: atom 1 (C): -0.598, atom 2 (C): -0.513, atom 3 (C): 0.473, atom 4 (O): -0.565, atom 5 (H): 0.222, atom 6 (H): 0.219, atom 7 (H): 0.207, atom 8 (H): 0.217


*z*
Molecular formula: C5H12O2
Method: DFT, wB97M-V/def2-TZVPD

HOMO energy: -8.13 eV
Charge: 0
Kohn-Sham gap: 8.7834 eV

Positions of all 19 atoms, in Å:
C (-0.02, 2.37, -1.72)
C (0.40, 2.05, -0.31)
C (0.26, 0.90, 0.34)
O (0.65, 0.83, 1.65)
C (-0.35, -0.37, -0.21)
C (0.51, -1.61, 0.01)
O (0.52, -1.89, 1.41)
H (-0.78, 3.16, -1.74)
H (0.83, 2.75, -2.31)
H (-0.43, 1.51, -2.25)
H (0.84, 2.87, 0.26)
H (0.63, -0.11, 1.92)
H (-0.54, -0.26, -1.28)
H (-1.33, -0.55, 0.27)
H (1.53, -1.43, -0.36)
H (0.08, -2.46, -0.54)
H (1.19, -2.56, 1.59)
H (-2.57, -2.53, 1.72)
H (-1.84, -2.41, 1.76)

Results of the natural (NBO) charge analysis, in e, for atoms 1 through 8: atom 1 (C): -0.628, atom 2 (C): -0.288, atom 3 (C): 0.309, atom 4 (O): -0.700, atom 5 (C): -0.492, atom 6 (C): -0.064, atom 7 (O): -0.747, atom 8 (H): 0.211


*x* has the most favorable energy; the next structure is 60.7 kJ/mol above.


*w*
Molecular formula: C5H12O2
Method: DFT, wB97M-V/def2-TZVPD

HOMO energy: -9.84 eV
Charge: 0
Kohn-Sham gap: 10.6371 eV

Positions of all 19 atoms, in Å:
C (1.20, -1.22, 2.09)
C (1.11, -0.76, 0.64)
C (-0.19, -0.02, 0.35)
O (-0.43, 1.04, 1.25)
C (-0.22, 0.49, -1.13)
C (-1.57, 0.26, -1.79)
O (0.11, 1.88, -1.08)
H (1.17, -0.35, 2.77)
H (0.36, -1.87, 2.35)
H (2.13, -1.77, 2.28)
H (1.95, -0.10, 0.40)
H (1.17, -1.63, -0.03)
H (-1.02, -0.73, 0.48)
H (-0.17, 1.85, 0.79)
H (0.56, -0.04, -1.69)
H (-2.36, 0.71, -1.19)
H (-1.59, 0.68, -2.81)
H (-1.76, -0.82, -1.86)
H (-0.27, 2.31, -1.85)

Results of the natural (NBO) charge analysis, in e, for atoms 1 through 8: atom 1 (C): -0.609, atom 2 (C): -0.414, atom 3 (C): 0.088, atom 4 (O): -0.727, atom 5 (C): 0.081, atom 6 (C): -0.638, atom 7 (O): -0.740, atom 8 (H): 0.222


*x*
Molecular formula: C5H12O2
Method: DFT, wB97M-V/def2-TZVPD

HOMO energy: -7.75 eV
Charge: 0
Kohn-Sham gap: 8.2906 eV

Positions of all 19 atoms, in Å:
C (-1.60, 1.44, -1.35)
C (-1.20, -0.01, -1.27)
C (-0.40, -0.58, -0.36)
O (-0.34, -1.92, -0.21)
C (0.28, 0.25, 0.68)
C (1.19, -0.30, 1.80)
O (1.70, -1.61, 1.54)
H (-1.21, 1.96, -2.23)
H (-2.70, 1.52, -1.40)
H (-1.29, 2.02, -0.47)
H (-1.64, -0.70, -1.99)
H (0.45, -2.12, 0.33)
H (-0.77, 0.34, 1.05)
H (0.65, 1.22, 0.32)
H (0.57, -0.32, 2.70)
H (2.03, 0.37, 2.01)
H (1.79, -2.06, 2.40)
H (0.96, 0.22, -2.01)
H (1.55, 0.26, -1.55)

Results of the natural (NBO) charge analysis, in e, for atoms 1 through 8: atom 1 (C): -0.636, atom 2 (C): -0.359, atom 3 (C): 0.362, atom 4 (O): -0.690, atom 5 (C): -0.542, atom 6 (C): -0.066, atom 7 (O): -0.741, atom 8 (H): 0.211


*w* has the most favorable energy; the next structure is 262.3 kJ/mol above.


*w*
Molecular formula: C5H12O2
Method: DFT, wB97M-V/def2-TZVPD

HOMO energy: -10.00 eV
Charge: 0
Kohn-Sham gap: 10.8143 eV

Positions of all 19 atoms, in Å:
C (-2.06, 0.38, -1.65)
C (-1.51, 0.54, -0.24)
O (-1.78, -0.58, 0.57)
C (0.00, 0.86, -0.25)
C (0.84, -0.26, -0.82)
O (0.47, -1.41, -0.92)
H (-1.58, -0.46, -2.16)
H (-3.14, 0.19, -1.61)
H (-1.89, 1.29, -2.25)
H (-2.02, 1.38, 0.25)
H (-1.30, -1.32, 0.17)
H (0.34, 1.00, 0.79)
H (0.22, 1.79, -0.79)
H (1.86, 0.02, -1.15)
C (2.31, -0.69, 2.01)
H (2.70, -1.21, 2.89)
H (2.94, -0.92, 1.15)
H (2.32, 0.39, 2.20)
H (1.29, -1.02, 1.82)

Results of the natural (NBO) charge analysis, in e, for atoms 1 through 8: atom 1 (C): -0.642, atom 2 (C): 0.104, atom 3 (O): -0.723, atom 4 (C): -0.551, atom 5 (C): 0.458, atom 6 (O): -0.556, atom 7 (H): 0.214, atom 8 (H): 0.223


*x*
Molecular formula: C5H12O2
Method: DFT, wB97M-V/def2-TZVPD

HOMO energy: -8.13 eV
Charge: 0
Kohn-Sham gap: 8.9104 eV

Positions of all 19 atoms, in Å:
C (-1.41, -0.63, 1.32)
O (-0.22, -0.41, 0.58)
C (-0.33, 0.59, -0.45)
C (-0.51, 1.98, 0.15)
C (0.93, 0.50, -1.28)
C (2.18, -2.56, -0.17)
O (0.90, -2.68, -0.39)
H (-1.66, 0.24, 1.95)
H (-1.22, -1.48, 1.98)
H (-2.25, -0.85, 0.66)
H (-1.21, 0.33, -1.07)
H (0.34, 2.23, 0.79)
H (-1.43, 2.07, 0.73)
H (-0.56, 2.72, -0.66)
H (1.81, 0.65, -0.65)
H (0.93, 1.27, -2.06)
H (1.02, -0.47, -1.78)
H (2.30, -1.58, 0.39)
H (0.38, -1.91, -0.05)

Results of the natural (NBO) charge analysis, in e, for atoms 1 through 8: atom 1 (C): -0.254, atom 2 (O): -0.570, atom 3 (C): 0.101, atom 4 (C): -0.640, atom 5 (C): -0.632, atom 6 (C): 0.095, atom 7 (O): -0.664, atom 8 (H): 0.179


*y*
Molecular formula: C5H12O2
Method: DFT, wB97M-V/def2-TZVPD

HOMO energy: -9.99 eV
Charge: 0
Kohn-Sham gap: 10.9610 eV

Positions of all 19 atoms, in Å:
C (1.80, -1.38, 0.46)
O (0.99, -0.24, 0.57)
C (-0.25, -0.34, -0.14)
C (-1.05, -1.59, 0.26)
C (-0.99, 0.98, 0.12)
C (-0.47, 2.17, -0.67)
O (0.82, 2.60, -0.29)
H (2.16, -1.53, -0.57)
H (1.27, -2.28, 0.77)
H (2.66, -1.24, 1.12)
H (-0.01, -0.40, -1.22)
H (-0.77, -1.97, 1.24)
H (-0.91, -2.41, -0.46)
H (-2.12, -1.37, 0.29)
H (-0.93, 1.20, 1.20)
H (-2.05, 0.84, -0.13)
H (-0.51, 1.94, -1.75)
H (-1.14, 3.03, -0.51)
H (1.35, 1.81, -0.13)

Results of the natural (NBO) charge analysis, in e, for atoms 1 through 8: atom 1 (C): -0.251, atom 2 (O): -0.555, atom 3 (C): 0.098, atom 4 (C): -0.651, atom 5 (C): -0.443, atom 6 (C): -0.052, atom 7 (O): -0.723, atom 8 (H): 0.165


*z*
Molecular formula: C5H12O2
Method: DFT, wB97M-V/def2-TZVPD

HOMO energy: -9.03 eV
Charge: 0
Kohn-Sham gap: 9.5959 eV

Positions of all 19 atoms, in Å:
C (2.07, 0.06, 0.85)
C (0.88, 0.78, 1.49)
C (0.03, 1.49, 0.47)
C (-1.22, 1.15, 0.14)
O (-1.84, 0.05, 0.70)
H (1.71, -0.73, 0.18)
H (2.69, 0.75, 0.26)
H (2.70, -0.40, 1.62)
H (0.27, 0.07, 2.05)
H (1.25, 1.52, 2.21)
H (0.46, 2.34, -0.06)
H (-1.80, 1.69, -0.60)
H (-2.78, 0.07, 0.48)
C (-0.75, -1.50, -1.95)
O (-0.28, -1.92, -0.70)
H (-1.78, -1.86, -2.16)
H (-0.74, -0.41, -2.06)
H (-0.09, -1.92, -2.71)
H (-0.79, -1.43, -0.03)

Results of the natural (NBO) charge analysis, in e, for atoms 1 through 8: atom 1 (C): -0.607, atom 2 (C): -0.440, atom 3 (C): -0.254, atom 4 (C): 0.099, atom 5 (O): -0.721, atom 6 (H): 0.232, atom 7 (H): 0.196, atom 8 (H): 0.206


*w* has the most favorable energy; the next structure is 24.0 kJ/mol above.